C2H6O3P | ωB97M-V with the def2-TZVPD basis set

As for the charge: -1. Its HOMO-LUMO gap is 7.56 eV. The energy above the lowest of the compared OMol25 structures with the same formula, charge and spin is 399.4 kJ/mol.

Element x y z (Å)
C  0.01393  -1.50566  0.48622
C  -0.34846  -0.74296  -0.69961
O  0.66968  1.30163  1.26734
O  -1.27707  1.56276  -0.39933
O  -1.07449  -1.06741  -1.59258
P  0.42425  1.03498  -0.16039
H  1.00025  -1.19583  0.78139
H  -0.74963  -1.17249  1.29633
H  0.11967  -2.66783  0.26355
H  2.18339  0.44200  -0.50724
H  -1.70948  2.07928  0.37118
H  0.74796  1.93153  -1.10685

Need the Mulliken charges? In units of e they are:
1 C -0.79
2 C 0.45
3 O -0.65
4 O -0.67
5 O -0.56
6 P 0.02
7 H 0.36
8 H 0.20
9 H 0.26
10 H 0.12
11 H 0.26
12 H 0.00

***

C13H12Cl2N2O3S | ωB97M-V with the def2-TZVPD basis set

Its HOMO-LUMO gap is 9.78 eV. The energy above the lowest of the compared OMol25 structures with the same formula, charge and spin is 267.6 kJ/mol.

Element x y z (Å)
N  -2.07042  -2.81297  -0.22913
C  -1.21534  -2.00069  -0.73843
C  -0.66563  -2.23979  -2.18352
O  0.78952  -2.32140  -2.17127
S  1.22209  -3.15425  -0.77604
O  0.94887  -4.55342  -1.09463
O  2.88593  -3.09127  -0.60957
C  3.31710  -1.89124  -0.02516
C  2.86513  -0.56297  -0.44325
C  3.45573  0.58698  0.25308
C  4.43158  0.30048  1.28996
N  4.86811  -0.91946  1.70008
C  4.30473  -1.95781  1.03957
H  -2.31039  -2.48045  0.71819
H  -0.88113  -1.13028  -0.10423
H  -1.03920  -1.40493  -2.82462
H  -1.09476  -3.18994  -2.58964
H  2.12181  -0.43482  -1.25739
H  3.20442  1.64073  -0.00941
H  4.89515  1.18829  1.79183
H  4.65194  -2.98356  1.32835
Cl  -2.88226  0.37078  2.43358
C  -2.88265  1.74040  1.37938
C  -1.89349  2.71618  1.43523
Cl  -0.57942  2.62928  2.55360
C  -1.94495  3.80323  0.56994
C  -2.97760  3.91520  -0.34968
C  -3.96271  2.93746  -0.40884
C  -3.91468  1.85296  0.45471
H  -1.17857  4.56728  0.61050
H  -3.01428  4.76490  -1.02072
H  -4.76868  3.02089  -1.12792
H  -4.68595  1.09420  0.40545

Need the Mulliken charges? In units of e they are:
1 N -0.60
2 C -0.06
3 C -0.42
4 O -0.32
5 S 0.78
6 O -0.58
7 O -0.41
8 C 0.44
9 C -0.10
10 C -0.57
11 C -0.17
12 N -0.53
13 C -0.25
14 H 0.30
15 H 0.39
16 H 0.34
17 H 0.29
18 H 0.48
19 H 0.34
20 H 0.30
21 H 0.35
22 Cl -0.19
23 C 0.33
24 C 0.28
25 Cl -0.20
26 C -0.41
27 C -0.45
28 C -0.50
29 C -0.42
30 H 0.41
31 H 0.37
32 H 0.38
33 H 0.40

***

C7H12O2 | ωB97M-V with the def2-TZVPD basis set

Its HOMO-LUMO gap is 8.95 eV. The energy above the lowest of the compared OMol25 structures with the same formula, charge and spin is 329.2 kJ/mol.

Element x y z (Å)
C  0.09246  1.23910  1.68336
C  -0.35120  -0.43210  0.46359
C  -0.67566  -0.15978  -0.89671
C  1.53724  1.29190  1.77851
C  0.24754  -1.64514  0.98549
C  -0.81929  1.22322  -1.42589
C  -0.54157  -1.25975  -1.91597
O  -0.65455  1.97007  2.28303
O  -1.68325  -0.45386  0.16068
H  1.81540  2.30343  2.16624
H  1.94330  0.99097  0.72856
H  1.87150  0.51464  2.44283
H  1.31111  -1.73687  0.51509
H  -0.21054  -2.48223  0.64523
H  0.15138  -1.70806  2.02463
H  -0.95755  2.06362  -0.73764
H  -1.70109  1.26590  -2.08002
H  0.02193  1.47868  -2.01412
H  0.57337  -1.27361  -2.34292
H  -1.07980  -0.95135  -2.86508
H  -0.89074  -2.23878  -1.59888

Need the Mulliken charges? In units of e they are:
1 C 0.54
2 C 0.57
3 C 1.48
4 C -0.97
5 C -1.70
6 C -1.69
7 C -1.44
8 O -0.51
9 O -0.56
10 H 0.37
11 H 0.24
12 H 0.26
13 H 0.22
14 H 0.58
15 H 0.39
16 H 0.40
17 H 0.39
18 H 0.38
19 H 0.27
20 H 0.35
21 H 0.44

***

C3H10N | ωB97M-V with the def2-TZVPD basis set

As for the charge: +1. Its HOMO-LUMO gap is 9.06 eV. The energy above the lowest of the compared OMol25 structures with the same formula, charge and spin is 188.1 kJ/mol.

Element x y z (Å)
N  -1.23315  -1.52811  -1.24626
H  -2.00869  -1.15407  -0.78008
H  -1.10170  -2.56195  -1.09049
H  -1.37396  -1.35783  -2.24971
H  -0.39458  -0.94052  -1.26294
C  1.25735  1.64233  0.18492
C  0.99660  0.56012  1.08747
C  -0.22363  0.03085  1.16953
H  0.30961  1.95060  -0.21643
H  1.64627  2.47641  0.72835
H  2.01425  1.32519  -0.56523
H  1.76511  0.02726  1.75221
H  -0.47547  -0.86954  1.69739
H  -1.17800  0.39924  0.79127

Need the Mulliken charges? In units of e they are:
1 N -0.47
2 H 0.36
3 H 0.38
4 H 0.40
5 H 0.33
6 C -1.04
7 C 0.29
8 C -1.12
9 H 0.29
10 H 0.37
11 H 0.27
12 H 0.28
13 H 0.30
14 H 0.37